(1)
{
  "formula": "C24H26O7",
  "method": "wB97M-V/def2-TZVPD",
  "charge": 0,
  "lumo_energy_ev": 0.00,
  "gap_ha": 0.31517,
  "relative_energy_ev": 0.0000,
  "smiles": "C/C=C(/C)C(=O)O[C@@H]1[C@H](OC(=O)C=C(C)C)c2c(ccc3ccc(=O)oc23)OC1(C)C",
  "symbols": ["O", "O", "O", "O", "O", "O", "O", "C", "C", "C", "C", "C", "C", "C", "C", "C", "C", "C", "C", "C", "C", "C", "C", "C", "C", "C", "C", "C", "C", "C", "C", "H", "H", "H", "H", "H", "H", "H", "H", "H", "H", "H", "H", "H", "H", "H", "H", "H", "H", "H", "H", "H", "H", "H", "H", "H", "H"],
  "positions_angstrom": [[-0.207, 0.009, -3.651], [2.651, 0.182, 0.407], [1.699, -1.388, -0.871], [-0.829, -0.858, -0.101], [-1.733, -1.875, 1.595], [-2.675, 2.938, 2.164], [-1.966, 1.992, 0.297], [-0.134, 0.202, -0.736], [-2.850, 2.414, -3.232], [2.398, -3.475, 0.554], [-0.382, -2.195, -2.674], [-1.013, -0.972, 1.244], [-3.804, 3.458, -1.173], [-1.950, 1.556, -3.804], [1.017, -0.374, -1.587], [-0.060, 1.436, 4.084], [0.516, -0.981, -2.910], [-0.834, 0.452, 3.270], [-1.064, 0.813, -3.004], [-2.801, 2.850, 0.967], [1.710, -1.357, -3.788], [4.622, -0.800, 2.327], [-1.998, 1.853, -1.045], [3.934, -2.029, 1.858], [-1.083, 0.967, -1.621], [-3.762, 3.585, 0.168], [2.997, -2.146, 0.909], [-0.320, -0.042, 2.137], [-2.210, 0.171, 3.764], [2.468, -0.989, 0.161], [-2.897, 2.580, -1.841], [2.316, -0.478, -3.995], [-4.515, 4.015, -1.767], [5.700, -0.962, 2.333], [4.382, 0.059, 1.712], [1.316, -3.444, 0.675], [-0.569, 2.399, 4.038], [0.277, 0.892, 0.009], [-2.182, -0.095, 4.819], [-0.028, 1.127, 5.128], [0.163, -2.946, -2.113], [-1.900, 1.420, -4.872], [2.318, -2.099, -3.281], [4.245, -2.938, 2.360], [0.681, 0.253, 1.853], [-3.537, 2.975, -3.847], [2.802, -4.258, 1.190], [-1.265, -1.915, -2.107], [-0.689, -2.607, -3.632], [-2.681, -0.631, 3.207], [2.607, -3.721, -0.486], [-4.424, 4.238, 0.713], [0.955, 1.556, 3.715], [4.320, -0.591, 3.354], [1.355, -1.763, -4.731], [1.711, 0.452, -1.806], [-2.802, 1.081, 3.665]],
  "mulliken_charge": [-0.49, -0.69, -0.13, -0.32, -0.67, -0.61, -0.23, 1.02, -0.88, -1.39, -1.51, 0.14, -0.63, -0.67, -0.68, -1.47, 1.24, 1.43, 0.11, 0.46, -1.83, -1.27, 0.07, -0.44, -0.64, -0.73, 0.61, -0.04, -1.50, 0.91, 0.61, 0.43, 0.42, 0.39, 0.29, 0.26, 0.28, 1.00, 0.42, 0.40, 0.25, 0.50, 0.28, 0.36, 0.13, 0.41, 0.43, 0.34, 0.47, 0.33, 0.23, 0.45, 0.36, 0.29, 0.45, 0.78, 0.28]
}


(2)
{
  "formula": "C24H27BrN5O5Pt",
  "method": "wB97M-V/def2-TZVPD",
  "charge": 3,
  "lumo_energy_ev": [-12.67, -12.67],
  "gap_ha": [0.11928, 0.11939],
  "relative_energy_ev": 0.0000,
  "symbols": ["Pt", "Br", "O", "O", "O", "O", "O", "N", "N", "N", "N", "N", "C", "C", "C", "C", "C", "C", "C", "C", "C", "C", "C", "C", "C", "C", "C", "C", "C", "C", "C", "C", "C", "C", "C", "C", "H", "H", "H", "H", "H", "H", "H", "H", "H", "H", "H", "H", "H", "H", "H", "H", "H", "H", "H", "H", "H", "H", "H", "H", "H", "H", "H"],
  "positions_angstrom": [[-0.710, -0.413, -0.988], [-2.295, 1.931, 4.522], [0.193, 4.804, -0.783], [-0.085, -2.356, -0.469], [0.658, -4.103, 0.679], [1.007, 0.762, -0.489], [-0.010, -0.881, -3.389], [-2.549, -0.853, -1.778], [-0.437, 2.357, -1.236], [-1.814, -0.485, 1.237], [-1.259, 1.392, -1.433], [2.880, -3.142, 1.430], [-2.880, -1.850, 2.864], [3.072, 2.672, -0.253], [2.690, -1.460, 3.098], [-4.408, -2.134, -2.532], [-1.830, 0.541, 2.070], [1.914, -2.127, 0.922], [-5.070, -0.974, -2.965], [-2.901, -0.794, 3.761], [3.108, -2.910, 2.889], [3.750, 4.983, -0.052], [-3.171, 0.315, -2.211], [2.460, 5.384, -0.317], [1.218, -0.454, -3.971], [-3.153, -2.019, -1.948], [1.752, 3.041, -0.504], [1.434, 4.442, -0.549], [1.493, -1.325, 2.158], [-2.475, 1.500, -2.046], [-2.357, 0.424, 3.358], [0.750, 2.013, -0.737], [0.702, -2.950, 0.313], [-2.322, -1.655, 1.608], [4.066, 3.620, -0.034], [-4.465, 0.243, -2.806], [-6.050, -1.042, -3.411], [-4.867, -3.103, -2.646], [2.435, -1.258, 4.134], [3.314, 1.621, -0.261], [-3.285, -2.815, 3.129], [-0.148, -1.797, -3.666], [3.765, -3.130, 0.918], [2.031, -1.151, -3.761], [0.081, 5.769, -0.854], [-1.406, 1.477, 1.735], [2.465, -3.586, 3.456], [5.082, 3.302, 0.142], [-3.307, -0.920, 4.756], [2.221, 6.438, -0.344], [1.464, 0.523, -3.557], [-4.930, 1.165, -3.124], [-2.830, 2.467, -2.373], [-2.624, -2.901, -1.608], [1.275, -0.290, 1.906], [4.518, 5.716, 0.140], [2.357, -1.488, 0.158], [3.491, -0.780, 2.811], [4.149, -3.090, 3.155], [1.094, -0.364, -5.056], [-2.262, -2.465, 0.896], [2.398, -4.065, 1.284], [0.612, -1.773, 2.619]],
  "mulliken_charge": [3.07, -0.08, -0.48, -0.98, -0.70, -0.79, -0.38, -0.28, -1.07, 0.07, 0.87, 0.09, -0.90, -0.38, -0.80, -0.87, -0.22, -0.13, -0.31, -0.08, -0.69, -0.55, 0.81, -0.78, -0.62, -0.02, -0.09, 1.14, 0.01, -0.36, -0.52, 0.56, 0.20, -0.23, -0.93, -1.09, 0.48, 0.47, 0.41, 0.45, 0.48, 0.32, 0.40, 0.30, 0.39, 0.60, 0.31, 0.45, 0.53, 0.35, 0.23, 0.55, 0.50, 0.63, 0.08, 0.45, 0.21, 0.35, 0.40, 0.29, 0.37, 0.43, 0.10]
}


(3)
{
  "formula": "C24H27Cl2N4O2Ta",
  "method": "wB97M-V/def2-TZVPD",
  "charge": 2,
  "lumo_energy_ev": -6.92,
  "gap_ha": 0.26666,
  "relative_energy_ev": 0.0000,
  "symbols": ["Ta", "Cl", "Cl", "O", "O", "N", "N", "N", "N", "C", "C", "C", "C", "C", "C", "C", "C", "C", "C", "C", "C", "C", "C", "C", "C", "C", "C", "C", "C", "C", "C", "C", "C", "H", "H", "H", "H", "H", "H", "H", "H", "H", "H", "H", "H", "H", "H", "H", "H", "H", "H", "H", "H", "H", "H", "H", "H", "H", "H", "H"],
  "positions_angstrom": [[-0.066, -0.164, -0.181], [-3.175, 3.079, -1.539], [-4.142, 0.700, -2.972], [-0.514, 1.113, -1.882], [-2.095, 0.075, -0.851], [-0.475, -2.151, 0.210], [-0.312, 1.615, 0.890], [0.936, -1.201, -1.658], [1.797, 0.610, 0.067], [1.938, -0.486, -2.461], [3.424, 3.988, 0.316], [-0.858, -4.264, -0.923], [-2.757, 1.684, -2.560], [-0.690, -0.558, 2.648], [-1.362, -2.606, 1.309], [-0.189, -3.049, -0.795], [1.527, -3.329, -2.626], [-0.953, -2.049, 2.666], [1.406, -4.659, -2.984], [3.264, -0.376, -1.702], [0.424, -5.573, -2.631], [-1.871, 0.321, 2.224], [3.088, 2.654, 0.080], [0.767, -2.543, -1.753], [-1.754, 0.909, -1.747], [2.996, -0.205, -0.206], [-1.433, 1.734, 1.828], [1.914, 1.964, 0.325], [2.678, 4.989, 0.893], [1.369, 4.896, 1.362], [-0.613, -5.358, -1.747], [0.685, 2.519, 0.854], [0.505, 3.822, 1.341], [2.344, -2.815, -3.112], [1.543, 0.509, -2.646], [3.884, 2.074, -0.367], [0.957, 5.805, 1.784], [3.860, 0.203, 0.318], [-2.437, -0.134, 1.407], [-1.319, -6.172, -1.637], [-2.579, 0.386, 3.051], [4.426, 4.263, 0.008], [3.882, -1.265, -1.838], [-2.396, -2.349, 1.066], [-0.310, -0.216, 3.613], [-1.723, -4.391, -0.289], [2.065, -0.940, -3.441], [2.817, -1.182, 0.242], [-0.054, -2.562, 3.010], [-0.485, 4.028, 1.727], [3.156, 5.955, 0.993], [-1.104, 2.274, 2.719], [-2.291, 2.061, -3.465], [0.222, -0.390, 2.023], [0.469, -6.545, -3.106], [2.156, -5.014, -3.681], [-1.308, -3.689, 1.389], [-1.746, -2.287, 3.378], [3.825, 0.466, -2.111], [-2.270, 2.276, 1.383]],
  "mulliken_charge": [-0.38, -0.11, -0.10, -0.54, -0.64, 0.02, 0.82, -0.13, -0.05, -1.01, -0.93, -0.54, 0.00, 0.11, -0.94, 1.12, -0.64, -1.21, -0.80, -0.34, -0.45, -0.68, -0.64, 1.40, 0.05, -1.11, -1.15, 1.73, -0.59, -0.75, -0.77, 0.69, -0.51, 0.24, 0.16, 0.27, 0.39, 0.71, 0.25, 0.38, 0.49, 0.39, 0.39, 0.31, 0.57, 0.43, 0.73, 0.30, 0.46, 0.47, 0.38, 0.81, 0.36, -0.01, 0.39, 0.40, 0.76, 0.39, 0.42, 0.26]
}


(4)
{
  "formula": "C24H27Cl3N4O8P2SiSn",
  "method": "wB97M-V/def2-TZVPD",
  "charge": -2,
  "lumo_energy_ev": 4.32,
  "gap_ha": 0.21390,
  "relative_energy_ev": 2.7725,
  "symbols": ["Sn", "Cl", "Cl", "Cl", "P", "P", "Si", "O", "O", "O", "O", "O", "O", "O", "O", "N", "N", "N", "N", "C", "C", "C", "C", "C", "C", "C", "C", "C", "C", "C", "C", "C", "C", "C", "C", "C", "C", "C", "C", "C", "C", "C", "C", "H", "H", "H", "H", "H", "H", "H", "H", "H", "H", "H", "H", "H", "H", "H", "H", "H", "H", "H", "H", "H", "H", "H", "H", "H", "H", "H"],
  "positions_angstrom": [[0.017, 0.063, -0.189], [1.792, 4.295, -0.274], [3.818, 1.787, -0.122], [2.198, 2.422, -2.930], [-1.517, 1.877, 1.943], [1.365, 1.099, 2.956], [1.797, 2.213, -0.847], [2.222, 2.420, 2.561], [1.842, 0.577, 4.255], [-1.495, 0.437, 1.504], [1.244, 0.204, 1.740], [-0.831, 2.756, 0.808], [1.817, -0.449, -1.330], [-1.507, -1.537, -0.405], [-2.693, 2.585, 2.524], [-1.013, 1.237, -1.401], [-0.037, 3.415, 3.526], [2.234, -2.229, 0.061], [0.885, -2.024, 0.341], [-1.822, -0.046, -3.357], [-2.839, -3.576, 2.943], [-3.287, 1.495, -2.188], [-1.913, -2.171, 0.648], [-4.055, 0.389, -4.197], [0.397, -2.739, 1.289], [2.580, -1.369, -0.851], [4.295, -0.767, -2.556], [-3.739, -2.989, 2.034], [6.199, -2.364, -1.322], [4.925, -2.266, -0.786], [-3.572, 2.419, -1.041], [-4.267, 1.265, -3.144], [3.965, -1.473, -1.406], [-1.015, -2.778, 1.563], [-0.521, -0.774, -3.493], [-1.491, -3.466, 2.687], [-0.274, 1.917, 3.288], [6.524, -1.673, -2.484], [-3.296, -2.320, 0.920], [5.569, -0.874, -3.097], [-2.016, 0.862, -2.277], [-2.834, -0.262, -4.283], [-0.902, 1.310, 4.541], [-4.805, -3.057, 2.220], [-1.863, 1.782, 4.751], [2.738, 2.297, 1.744], [-3.367, 1.930, -0.089], [-0.215, 1.386, 5.385], [6.946, -2.976, -0.828], [0.326, -0.097, -3.383], [-4.828, 0.219, -4.940], [-5.226, 1.766, -3.047], [1.068, -3.389, 1.853], [-1.076, 0.250, 4.360], [-2.943, 3.313, -1.077], [-4.619, 2.731, -1.048], [-0.044, 3.621, 4.523], [4.653, -2.792, 0.118], [-0.767, -3.907, 3.365], [-0.424, -1.533, -2.712], [7.520, -1.754, -2.904], [-3.197, -4.095, 3.823], [-0.977, 2.329, -0.117], [-3.982, -1.841, 0.232], [-0.456, -1.275, -4.462], [-0.794, 3.939, 3.071], [-2.653, -0.952, -5.103], [3.548, -0.122, -2.999], [0.872, 3.651, 3.107], [5.818, -0.323, -3.996]],
  "mulliken_charge": [2.27, -0.47, -0.47, -0.41, 0.73, 0.63, 0.74, -0.75, -0.91, -0.04, -0.65, -0.42, -0.64, -0.70, -0.89, -0.37, -0.17, -1.12, 0.95, 1.22, -0.63, 0.81, 0.28, -0.72, -0.53, 0.13, -0.13, -0.52, -0.66, -0.33, -0.96, -0.81, 0.40, 0.93, -1.03, -0.83, 0.66, -0.31, -0.66, -0.86, -0.11, -0.91, -2.08, 0.36, 0.49, 0.15, -0.11, 0.54, 0.36, -0.05, 0.34, 0.30, 0.27, 0.29, 0.24, 0.37, 0.37, 0.44, 0.33, 0.16, 0.36, 0.38, 0.11, 0.43, 0.47, 0.34, 0.32, 0.30, 0.36, 0.39]
}